Computed, not measured: a molecular structure, C24H19IrN6O4, with wB97M-V/def2-TZVPD.

XYZ file:
```
54
Properties=species:S:1:pos:R:3
Ir 1.336 0.071 -0.603
N -8.935 -0.961 -0.257
C -7.791 -0.954 -0.214
C -6.379 -0.894 -0.183
C -5.651 -1.573 0.794
C -4.274 -1.474 0.823
C -3.598 -0.682 -0.111
C -4.343 -0.012 -1.089
C -5.713 -0.121 -1.137
C -2.144 -0.505 -0.126
C -1.266 -1.615 -0.177
C -1.622 -2.999 -0.184
C -0.452 -3.714 -0.370
C 0.581 -2.778 -0.477
N 0.095 -1.524 -0.319
C -1.643 0.812 -0.257
C -2.354 2.050 -0.134
C -1.472 3.081 -0.392
C -0.233 2.482 -0.659
N -0.344 1.107 -0.539
H -6.172 -2.172 1.526
H -3.719 -1.986 1.596
H -3.827 0.571 -1.839
H -6.274 0.384 -1.909
H -2.617 -3.386 -0.086
H -0.338 -4.779 -0.424
H 1.626 -2.959 -0.660
H -3.388 2.143 0.132
H -1.683 4.130 -0.395
H 1.154 3.878 -1.333
C 3.550 1.086 3.103
C 3.111 -0.170 2.381
C 3.426 -1.481 3.085
O 1.758 -0.123 2.010
C 4.019 -0.269 0.984
O 5.198 -0.135 1.136
O 3.306 -0.484 -0.002
H 3.103 1.129 4.098
H 3.250 1.974 2.544
H 4.632 1.101 3.209
H 2.882 -1.516 4.028
H 4.492 -1.568 3.278
H 3.104 -2.319 2.470
H 1.321 0.596 2.482
N 4.572 0.679 -3.395
C 3.456 0.702 -2.667
O 2.766 -0.317 -2.493
C 2.988 1.993 -2.138
C 3.566 3.201 -2.543
N 4.042 4.195 -2.871
C 1.870 1.908 -1.330
N 0.988 2.908 -1.074
H 4.898 -0.208 -3.751
H 5.144 1.499 -3.536
```

Computed properties:
expectation value of S² = 0.94
E_LUMO (spin up / spin down) = -6.54 / -6.74 eV
spin multiplicity = 2
charge = +1
HOMO energy (spin up / spin down) = -0.420 / -0.412 hartree
gap between HOMO and LUMO (spin up / spin down) = 4.89 / 4.47 eV